(1)
{"formula": "C33H24FNO8P", "method": "wB97M-V/def2-TZVPD", "symbols": ["C", "C", "O", "O", "C", "P", "C", "O", "N", "C", "O", "F", "H", "H", "H", "H", "H", "H", "H", "H", "C", "C", "C", "C", "C", "C", "C", "O", "C", "C", "C", "C", "C", "C", "C", "O", "H", "H", "H", "H", "H", "H", "H", "H", "C", "C", "C", "C", "C", "C", "C", "O", "C", "C", "C", "C", "C", "C", "C", "O", "H", "H", "H", "H", "H", "H", "H", "H"], "xyz": [[-1.546414, 4.279647, -0.627366], [-0.659743, 3.776855, -1.781246], [-1.150713, 3.631207, -2.843672], [0.675806, 3.543921, -1.561078], [1.083179, 2.333588, -2.158244], [1.448913, 2.544024, -3.989162], [-0.002883, 1.806110, -4.980193], [-0.714595, 1.107265, -4.390555], [-0.107463, 2.208126, -6.353186], [-0.819098, 1.285897, -7.181305], [-1.305624, 1.670627, -8.143980], [-0.886038, -0.002118, -6.889519], [-2.545123, 3.819290, -0.698135], [-1.707032, 5.360047, -0.810726], [-1.068153, 4.108335, 0.347653], [2.058889, 2.072465, -1.699187], [0.394866, 1.490214, -1.972923], [1.436064, 3.942446, -4.223789], [2.685864, 1.943796, -4.323119], [-0.637072, 3.085797, -6.385380], [1.603892, -3.594133, 1.241433], [2.499569, -4.576742, 1.652285], [3.854475, -4.294424, 1.730017], [4.321830, -3.031653, 1.386085], [3.426349, -2.052198, 0.950737], [2.065279, -2.335565, 0.890884], [3.914039, -0.714162, 0.533353], [3.129832, 0.142024, 0.156184], [5.372819, -0.439928, 0.574935], [5.854133, 0.789300, 0.135013], [7.212273, 1.059962, 0.182015], [8.096819, 0.106859, 0.677503], [7.623934, -1.121235, 1.112180], [6.263827, -1.402211, 1.053955], [5.774524, -2.736292, 1.491155], [6.545863, -3.568279, 1.919810], [0.544629, -3.814027, 1.190302], [2.138695, -5.563474, 1.914226], [4.548254, -5.059121, 2.055087], [1.366385, -1.575106, 0.567104], [5.169109, 1.535018, -0.247549], [7.584885, 2.015763, -0.165397], [9.157145, 0.322228, 0.720444], [8.314689, -1.862550, 1.493030], [-5.927884, -0.736265, 5.513294], [-4.950042, 0.246184, 5.638677], [-4.245268, 0.671861, 4.524062], [-4.506925, 0.108461, 3.279821], [-5.472324, -0.894896, 3.158496], [-6.188288, -1.306110, 4.276887], [-5.731660, -1.542632, 1.845927], [-6.571773, -2.411000, 1.736341], [-4.932763, -1.110100, 0.667517], [-5.119568, -1.741919, -0.558638], [-4.389430, -1.337125, -1.665627], [-3.476013, -0.292900, -1.552518], [-3.284391, 0.333651, -0.332984], [-4.003175, -0.077104, 0.781905], [-3.758779, 0.584518, 2.090128], [-2.955772, 1.495294, 2.180718], [-6.483697, -1.060999, 6.384053], [-4.739996, 0.681054, 6.607889], [-3.488964, 1.439822, 4.623793], [-6.945781, -2.073703, 4.183653], [-5.832062, -2.552029, -0.648300], [-4.532141, -1.832912, -2.617833], [-2.910471, 0.028167, -2.419764], [-2.569711, 1.143089, -0.247173]], "atomic_forces_ev_per_a": [[1.1, 0.2, -0.1], [-1.5, 1.2, 2.2], [0.1, -0.8, -2.5], [-0.4, -0.6, 0.3], [1.4, -0.2, 0.1], [-0.9, 0.4, 0.7], [1.3, 1.7, -1.3], [-1.2, -1.8, 1.2], [-0.3, -1.4, 1.8], [0.5, -0.3, 0.9], [-1.7, 1.4, -3.2], [1.0, 0.1, 1.2], [0.6, -0.1, 0.0], [0.2, -0.5, 0.3], [-0.4, 0.2, -0.3], [-0.5, 0.1, -0.2], [0.1, 0.4, -0.4], [0.4, -0.5, -0.1], [-0.3, 0.3, -0.1], [0.5, 0.1, -0.4], [0.1, 0.0, 0.0], [0.0, 0.1, 0.0], [-0.1, -0.2, 0.0], [-0.2, 0.1, -0.1], [0.0, -0.1, 0.0], [-0.1, -0.1, 0.0], [-0.3, 0.2, -0.1], [0.0, 0.1, -0.2], [0.1, 0.0, 0.0], [0.2, 0.1, 0.0], [0.0, 0.0, 0.0], [-0.1, 0.0, 0.0], [0.2, 0.1, 0.0], [0.0, 0.2, -0.1], [0.3, -0.4, 0.2], [-0.1, 0.1, -0.1], [0.0, 0.0, 0.0], [0.0, 0.0, 0.0], [0.1, 0.1, 0.0], [0.1, 0.1, 0.0], [-0.1, -0.1, 0.1], [0.0, 0.0, 0.0], [0.0, 0.0, 0.0], [-0.1, -0.1, 0.0], [0.1, 0.0, 0.0], [0.0, 0.0, -0.1], [0.0, 0.0, 0.2], [-0.1, -0.1, 0.0], [0.1, 0.1, 0.0], [-0.1, 0.0, 0.2], [-0.4, -0.4, 0.1], [0.1, 0.1, 0.0], [0.1, 0.1, -0.1], [0.0, 0.0, -0.2], [0.0, 0.0, 0.1], [0.0, 0.0, 0.0], [0.1, 0.0, -0.3], [-0.1, -0.1, 0.0], [0.3, 0.4, 0.2], [0.0, -0.1, -0.1], [0.0, 0.0, 0.0], [0.0, 0.0, 0.0], [0.0, 0.0, -0.1], [0.1, 0.0, -0.1], [0.0, 0.1, 0.2], [0.0, 0.0, 0.0], [0.0, 0.0, 0.0], [-0.1, 0.0, 0.2]], "lumo_ev": -4.3, "orbital_gap_ha": 0.2635, "homo_energy_ha": -0.421, "total_charge": 1}

***

(2)
{"formula": "C33H25BrCl2HgN7O4", "method": "wB97M-V/def2-TZVPD", "symbols": ["Hg", "N", "C", "N", "C", "N", "N", "C", "C", "C", "C", "C", "C", "N", "C", "C", "C", "C", "C", "C", "H", "H", "H", "H", "H", "H", "H", "H", "H", "H", "H", "Cl", "C", "C", "C", "Cl", "C", "O", "C", "C", "O", "C", "H", "H", "H", "Br", "C", "C", "C", "C", "C", "N", "C", "O", "O", "H", "H", "H", "C", "C", "C", "C", "C", "C", "N", "H", "H", "H", "H", "H", "H", "H", "H"], "xyz": [[-0.980701, -0.410777, 0.188283], [1.173722, 0.343424, 4.493315], [0.299145, 0.361197, 3.433445], [0.501133, -0.260730, 2.343296], [1.648537, -1.003427, 2.162343], [1.914113, -1.605136, 1.023886], [1.064477, -1.425686, 0.021807], [1.390195, -2.012429, -1.107872], [0.649483, -1.863418, -2.298606], [1.103767, -2.448055, -3.509783], [0.425476, -2.213514, -4.676614], [-0.709021, -1.398565, -4.640781], [-1.113773, -0.899851, -3.410724], [-0.486162, -1.124781, -2.278509], [2.570186, -1.157523, 3.261109], [3.694095, -1.988450, 3.213502], [4.536503, -2.095500, 4.307281], [4.280532, -1.383444, 5.463690], [3.156963, -0.559316, 5.537209], [2.310768, -0.448389, 4.450046], [0.980209, 0.873943, 5.328005], [-0.604907, 0.934823, 3.570216], [2.299015, -2.614503, -1.140397], [1.991856, -3.066206, -3.504962], [0.753556, -2.651497, -5.614321], [-1.266112, -1.173124, -5.538210], [-1.993894, -0.271207, -3.346363], [3.881474, -2.537593, 2.305115], [5.400161, -2.746889, 4.260898], [4.943565, -1.462792, 6.314920], [2.948578, -0.003361, 6.441914], [0.547583, 4.820753, -5.944962], [0.543341, 3.751017, -4.568487], [1.742304, 3.144478, -4.172125], [1.726927, 2.300421, -3.101592], [3.191457, 1.511771, -2.625742], [0.543198, 1.998464, -2.314328], [0.613985, 1.299735, -1.295803], [-0.661126, 2.629505, -2.811622], [-1.932308, 2.372699, -2.199963], [-2.219485, 1.605032, -1.302159], [-0.629006, 3.491786, -3.915115], [2.663815, 3.330438, -4.705946], [-2.748650, 2.986135, -2.662963], [-1.555618, 3.934326, -4.260002], [2.600015, 2.284578, 0.919944], [0.866400, 3.018291, 0.719637], [0.723872, 4.241083, 0.084064], [-0.536718, 4.817315, 0.125148], [-1.561799, 4.144553, 0.765981], [-1.315802, 2.874305, 1.282550], [-0.102627, 2.340428, 1.271888], [-2.429195, 2.033683, 1.939476], [-3.185112, 2.648075, 2.697922], [-2.429485, 0.818186, 1.668964], [1.558361, 4.721562, -0.404618], [-0.706985, 5.785744, -0.328089], [-2.548718, 4.568869, 0.864173], [-0.980726, -3.135860, 2.441836], [-1.973270, -3.217815, 1.326520], [-2.810378, -4.280715, 1.070758], [-3.585086, -3.919088, -0.043067], [-3.185681, -2.650798, -0.403109], [-3.744290, -1.822233, -1.513225], [-2.191795, -2.220178, 0.421989], [-1.128627, -3.978883, 3.118908], [-1.099399, -2.207686, 3.001567], [0.047636, -3.180518, 2.076517], [-2.867620, -5.198491, 1.634329], [-4.345445, -4.510119, -0.527636], [-3.336336, -2.142602, -2.475775], [-3.489038, -0.773471, -1.355282], [-4.831513, -1.921997, -1.553696]], "atomic_forces_ev_per_a": [[-0.2, 0.5, 0.1], [-0.1, 0.2, 0.1], [0.1, -0.1, -0.1], [-0.3, 0.1, 0.2], [0.0, -0.2, -0.3], [0.1, 0.0, -0.1], [0.3, 0.1, 0.6], [0.5, -0.5, -0.4], [0.0, 0.0, -0.1], [0.0, 0.0, 0.0], [-0.1, 0.0, 0.1], [-0.1, 0.0, -0.1], [-0.1, 0.1, -0.4], [0.0, 0.0, 0.2], [0.2, -0.2, 0.1], [-0.1, 0.2, 0.1], [0.2, -0.1, 0.0], [-0.1, 0.2, 0.2], [0.2, -0.1, 0.0], [0.2, -0.2, 0.0], [-0.1, -0.1, -0.2], [-0.1, 0.1, 0.0], [0.0, 0.1, 0.1], [0.1, 0.0, 0.1], [0.1, 0.0, 0.1], [-0.1, 0.1, 0.0], [-0.1, 0.0, 0.0], [0.0, 0.0, -0.1], [0.0, 0.0, 0.0], [0.0, 0.0, 0.0], [-0.1, 0.1, 0.1], [0.1, 0.3, -0.3], [-0.3, 0.0, 0.0], [-0.1, -0.2, 0.2], [0.1, 0.0, -0.2], [0.2, -0.1, 0.0], [-0.1, 0.1, 0.0], [0.0, -0.2, -0.1], [0.6, -0.2, 0.0], [-0.5, 0.2, -0.2], [0.0, -0.1, 0.0], [0.1, -0.1, 0.0], [0.0, 0.0, 0.0], [0.0, -0.1, 0.1], [0.0, 0.1, 0.0], [0.3, -0.1, 0.1], [0.1, 0.4, 0.1], [0.1, 0.0, 0.1], [0.0, -0.2, 0.1], [-0.1, -0.1, 0.0], [-0.4, 0.2, 0.1], [0.0, 0.1, 0.0], [0.4, 0.7, -0.2], [-0.3, 0.3, 0.2], [0.2, -0.8, -0.2], [0.1, 0.0, 0.0], [0.0, 0.0, 0.0], [-0.1, 0.0, 0.0], [0.0, 0.1, -0.2], [0.2, -0.2, 0.3], [0.1, -0.2, 0.2], [-0.3, 0.0, -0.3], [-0.3, 0.0, -0.2], [0.2, 0.0, 0.0], [-0.4, -0.4, 0.1], [0.0, 0.0, 0.0], [0.0, 0.0, 0.1], [0.1, 0.1, 0.0], [0.1, -0.1, 0.1], [-0.1, 0.0, -0.1], [0.0, 0.1, -0.1], [-0.1, 0.1, -0.1], [0.0, 0.1, 0.0]], "e_above_lowest_ev": 2.0222, "lumo_ev": [4.1, 4.1], "orbital_gap_ha": [0.1532, 0.2069], "homo_energy_ha": [-0.002, -0.056], "spin_multiplicity": 2, "total_charge": -2, "s_squared": 0.826}

***

- Which formula does entry 2 have?
  C33H25BrCl2HgN7O4

***

- Which formula does entry 2 have?
  C33H25BrCl2HgN7O4